ORCA calculation (ωB97M-V/def2-TZVPD) on C30H30N6O2PSe3TaTe as an isolated structure.

Structure (XYZ):
```
74
Properties=species:S:1:pos:R:3:forces:R:3:mulliken_charge:R:1
Ta 0.091895 -0.010436 -0.386146 0.823 0.017 0.163 0.34
Se 0.299180 -0.690157 -2.836245 -0.013 -0.043 -0.101 0.09
Se 2.340129 -1.657056 -3.417038 0.008 -0.024 -0.024 -0.37
Te 3.668391 0.322272 -2.677857 0.002 -0.005 -0.014 -0.02
Se 2.690201 0.160862 -0.382382 -0.060 0.068 0.075 -0.19
O -3.399726 -0.631820 -2.301314 -0.046 0.002 -0.049 -0.60
C -2.863901 -0.192313 -1.331574 0.025 0.237 0.176 0.04
O -1.614104 0.310528 -1.330937 -0.511 -0.124 -0.469 -0.28
C -3.491064 -0.118001 0.051260 0.043 -0.080 -0.040 -0.67
P -2.166218 0.212970 1.261304 -0.059 0.051 0.147 2.17
C -2.285031 1.967946 1.704789 0.029 -0.004 0.018 0.39
C -1.666562 2.393434 2.882670 0.015 0.021 -0.024 -0.60
C -1.631477 3.739307 3.206332 0.002 -0.020 0.009 -0.99
C -2.209711 4.674739 2.358188 -0.009 0.022 -0.015 -0.69
C -2.822115 4.261020 1.185373 -0.009 -0.026 -0.024 -0.70
C -2.855645 2.911612 0.856562 -0.015 0.006 0.003 -1.34
C -2.736287 -0.670834 2.749477 -0.039 0.052 0.033 0.40
C -3.581508 -0.052864 3.671122 0.035 0.000 0.010 -0.86
C -4.058580 -0.761433 4.763054 0.007 -0.006 0.002 -0.74
C -3.702367 -2.091243 4.941395 -0.010 0.000 0.011 -0.70
C -2.877256 -2.715880 4.018062 0.004 0.007 -0.006 -0.79
C -2.397388 -2.009944 2.924831 -0.007 -0.041 -0.027 0.43
H -3.963876 -1.074099 0.276205 0.018 -0.001 0.013 0.58
H -4.268961 0.645784 0.075808 -0.009 0.004 -0.063 0.76
H -1.221136 1.669719 3.555939 0.004 -0.005 0.002 0.63
H -1.153681 4.056016 4.125007 -0.001 0.002 0.000 0.43
H -2.183521 5.726725 2.611167 0.003 -0.001 0.001 0.41
H -3.267203 4.975515 0.506259 0.003 0.013 0.001 0.54
H -3.321401 2.622123 -0.078118 0.005 -0.005 -0.002 0.52
H -3.862413 0.983960 3.540014 -0.013 -0.009 0.014 0.46
H -4.712334 -0.273831 5.474356 -0.002 0.002 -0.002 0.44
H -4.075487 -2.640876 5.795877 0.003 -0.001 0.000 0.41
H -2.605206 -3.756504 4.140389 0.002 0.001 0.000 0.49
H -1.770442 -2.517333 2.203856 0.033 0.016 -0.016 -0.22
N 1.843245 2.699522 1.471285 -0.018 -0.021 -0.038 -0.05
C 1.493427 1.711676 2.300767 -0.029 0.018 0.030 0.05
C 1.815048 1.863443 3.675387 0.010 0.005 0.001 -1.07
C 1.468491 0.910018 4.581604 -0.012 -0.025 -0.034 -0.90
C 0.784839 -0.226941 4.128177 0.002 0.026 0.039 -0.92
C 0.523036 -0.322325 2.794991 -0.009 -0.043 -0.047 -0.57
N 0.854380 0.600942 1.850682 0.045 -0.003 0.077 1.42
H 2.291681 3.513702 1.846820 -0.006 0.004 -0.008 0.24
H 1.543362 2.692605 0.508372 0.004 -0.003 -0.005 0.12
H 2.337994 2.761863 3.974981 0.001 0.000 0.002 0.43
H 1.714236 1.033883 5.628147 -0.001 0.001 0.002 0.44
H 0.468726 -1.018577 4.791607 0.002 0.003 0.004 0.60
H 0.019256 -1.195326 2.418101 -0.021 -0.003 0.005 -0.03
C 3.116134 -4.961447 1.762326 0.014 0.023 0.011 -1.01
N 3.051128 -3.624918 1.209194 -0.036 -0.014 0.007 0.21
C 3.146011 -3.654562 -0.239005 -0.005 -0.003 0.029 -0.51
C 1.973474 -2.774711 1.712287 0.037 -0.031 -0.002 -1.98
C 0.594959 -3.060368 1.130823 0.053 0.048 -0.016 1.38
C 0.007714 -4.277849 1.492377 -0.007 0.006 -0.011 -0.81
C -1.175329 -4.726745 0.929489 -0.014 0.026 -0.010 -1.19
C -1.772753 -3.960039 -0.060730 0.203 -0.128 0.049 -1.06
C -1.195019 -2.750790 -0.407177 -0.255 0.216 -0.089 -0.76
C -0.050836 -2.200462 0.210870 -0.097 -0.024 0.065 2.34
H 4.095021 -5.388269 1.534626 0.002 -0.003 0.005 0.37
H 2.358799 -5.649710 1.356116 0.000 -0.003 -0.005 0.35
H 3.008127 -4.925128 2.848339 -0.004 -0.001 -0.005 0.32
H 4.090729 -4.120374 -0.525324 0.001 0.003 -0.007 0.42
H 3.126086 -2.643202 -0.637026 -0.002 0.017 -0.002 -0.10
H 2.328398 -4.221989 -0.711763 -0.003 0.003 -0.005 0.28
H 2.254669 -1.745056 1.498406 0.006 0.000 -0.007 -0.13
H 1.957280 -2.890011 2.800304 -0.020 0.004 0.001 0.58
H 0.493480 -4.883528 2.246982 0.005 -0.004 0.000 0.64
H -1.608040 -5.668287 1.243588 -0.004 -0.001 -0.002 0.43
H -2.666479 -4.297581 -0.569727 0.005 -0.008 -0.009 0.47
H -1.668687 -2.221938 -1.225698 -0.023 -0.003 0.018 0.57
N -3.159292 4.746520 -2.187245 -0.005 -0.006 0.019 -0.58
C -2.075545 4.362062 -2.075028 -0.016 -0.005 0.016 0.51
N -0.809280 3.985036 -1.981905 0.038 -0.029 -0.045 -0.78
C -0.414746 3.025337 -1.278357 0.042 0.078 0.045 0.74
N 0.080968 2.168688 -0.634492 -0.138 -0.251 0.124 -0.19
```
Forces are in eV/Å.

The LUMO energy comes out at -0.047 Eh. The frontier orbital gap comes out at 6.305 eV.

---

ORCA calculation (ωB97M-V/def2-TZVPD) on C30H30N8O5S3Zr as an isolated structure.

Structure (XYZ):
```
77
Properties=species:S:1:pos:R:3:forces:R:3:mulliken_charge:R:1
Zr 0.591672 0.249477 -0.691641 -0.010 0.031 -0.087 -0.36
C 0.680519 -0.922936 3.781211 0.004 -0.036 -0.013 -1.84
C 0.797366 -0.916209 2.285270 -0.022 0.073 0.094 1.06
N 0.513638 0.131519 1.588086 -0.041 -0.019 -0.071 1.33
N 0.172061 1.281844 2.306542 0.055 0.081 0.072 -1.15
C 0.652997 2.351714 1.779342 -0.131 -0.211 0.043 0.43
S 1.593664 2.455138 0.317817 -0.013 0.029 -0.191 -0.58
S 0.314533 3.834992 2.700793 0.099 0.101 -0.011 -0.17
C 2.040362 4.154010 3.219260 -0.017 -0.055 0.031 -1.37
C 2.598886 3.019953 4.035646 -0.041 0.008 -0.033 0.70
C 3.500065 2.120657 3.476235 -0.036 0.010 0.001 -0.17
C 3.969997 1.040467 4.213225 0.009 -0.009 0.000 -0.65
C 3.548289 0.852586 5.520316 -0.002 -0.005 -0.010 -0.49
C 2.647935 1.747363 6.086638 -0.018 0.002 0.003 -0.59
C 2.172332 2.817307 5.345920 0.023 0.003 0.015 -0.25
C 1.284859 -2.128728 1.612849 0.020 0.028 -0.047 -0.03
C 1.096605 -3.383748 2.204700 -0.010 -0.016 0.030 -0.82
C 1.590979 -4.533327 1.625827 0.007 -0.019 -0.010 -0.90
C 2.332425 -4.440688 0.446408 -0.007 0.018 0.022 -0.49
C 2.555603 -3.216913 -0.146410 0.016 -0.003 -0.015 -0.38
C 2.019616 -2.048649 0.409512 -0.017 -0.046 0.075 1.40
O 2.192592 -0.889773 -0.215965 -0.131 -0.081 -0.023 -1.12
H 0.761291 0.080882 4.183195 0.012 0.024 0.013 0.34
H 1.445510 -1.561979 4.216386 -0.006 -0.001 0.004 0.53
H -0.300579 -1.320660 4.057588 0.004 0.015 0.000 0.33
H 1.981345 5.071575 3.804859 -0.019 0.008 0.001 0.50
H 2.647200 4.351545 2.336565 -0.013 -0.029 -0.012 0.46
H 3.819943 2.257038 2.450865 0.009 0.006 -0.024 0.37
H 4.666645 0.345569 3.761009 0.000 0.002 -0.001 0.41
H 3.915923 0.012517 6.096241 0.001 0.008 0.000 0.42
H 2.312499 1.607106 7.106687 0.002 0.001 -0.006 0.38
H 1.452485 3.500694 5.781684 0.001 -0.002 -0.001 0.36
H 0.537209 -3.452660 3.129404 0.000 0.009 -0.010 0.46
H 1.415976 -5.495113 2.088919 -0.001 0.005 0.002 0.42
H 2.733084 -5.336784 -0.011210 0.000 0.002 -0.001 0.42
H 3.108333 -3.121731 -1.072309 -0.005 -0.003 0.002 0.45
C -2.196584 -3.382195 -0.534579 -0.011 0.007 -0.035 -2.33
C -1.202596 -2.330199 -0.901366 -0.008 -0.012 0.025 0.41
N -1.146878 -1.180326 -0.303787 0.163 -0.079 -0.021 1.71
O -2.094033 -0.975892 0.698113 -0.043 0.001 0.060 -0.61
C -0.255921 -2.576929 -1.956246 0.027 0.015 -0.005 0.49
C -0.187681 -3.858555 -2.719399 -0.008 0.015 0.014 -1.95
N 0.553512 -1.565560 -2.208709 0.063 -0.016 -0.091 1.11
O 1.407589 -1.637069 -3.132472 0.002 -0.038 -0.031 -0.89
H -2.932094 -3.009466 0.169252 -0.008 -0.008 -0.002 0.46
H -1.666229 -4.225803 -0.087245 0.004 0.010 0.016 0.41
H -2.688986 -3.751539 -1.434691 0.008 -0.007 0.006 0.43
H -2.134206 -0.007351 0.755549 -0.011 0.034 0.018 0.36
H -0.973288 -3.930872 -3.476747 0.013 -0.008 -0.013 0.33
H -0.272653 -4.721856 -2.057491 -0.011 0.002 -0.001 0.39
H 0.771752 -3.896049 -3.231260 0.000 -0.006 -0.005 0.42
N -7.181825 1.065075 -3.325607 0.012 0.008 0.002 -0.54
C -5.877719 1.299377 -2.932079 0.013 0.005 0.001 0.97
C -5.261398 2.523760 -3.201073 0.004 -0.021 0.006 -0.75
C -3.942889 2.735994 -2.846188 -0.012 0.019 0.000 -0.64
C -3.227133 1.728825 -2.215787 0.065 0.082 -0.028 -0.44
C -3.823811 0.503399 -1.944035 0.014 -0.023 0.008 0.01
C -5.137997 0.291711 -2.300174 -0.015 -0.031 0.009 -0.87
S -1.554417 2.024727 -1.790342 -0.143 -0.170 -0.104 1.75
O -1.395061 1.555420 -0.386098 -0.050 0.032 0.162 -0.59
O -1.242967 3.392809 -2.064446 -0.017 0.070 0.002 -0.71
N -0.649493 0.963928 -2.554876 0.251 0.191 0.240 0.08
C 0.461088 1.339135 -3.300295 -0.094 0.060 -0.024 0.18
N 1.588633 1.162262 -2.589727 0.110 -0.127 -0.158 0.28
C 2.758823 1.288540 -3.207967 -0.065 0.050 0.058 -0.24
C 2.800100 1.676114 -4.529846 0.014 0.007 -0.012 -0.77
C 1.581462 1.901738 -5.155282 0.008 0.016 -0.031 -0.32
N 0.404386 1.723144 -4.563428 -0.002 0.000 0.089 -0.64
H -7.752436 1.875757 -3.495509 -0.006 -0.001 -0.001 0.23
H -7.667710 0.320275 -2.855744 -0.002 0.000 0.000 0.23
H -5.821882 3.309518 -3.692617 0.002 -0.001 0.000 0.30
H -3.461333 3.682829 -3.048330 0.000 -0.005 0.000 0.53
H -3.262182 -0.281155 -1.453604 -0.003 0.011 -0.010 0.10
H -5.606476 -0.662777 -2.091569 0.000 0.004 -0.001 0.32
H 3.645179 1.087187 -2.620733 0.008 -0.010 -0.003 0.51
H 3.733928 1.798992 -5.056355 0.006 -0.001 0.012 0.40
H 1.547588 2.229049 -6.188683 -0.003 -0.003 0.003 0.44
```
Forces are in eV/Å.

The LUMO energy comes out at -0.005 Eh. The frontier orbital gap comes out at 7.599 eV.

---

ORCA calculation (ωB97M-V/def2-TZVPD) on a 6-piece molecular cluster, C30H31F13N8O2S overall at a distorted geometry.

Structure (XYZ):
```
85
Properties=species:S:1:pos:R:3:forces:R:3:mulliken_charge:R:1
N 1.939666 -6.675450 2.753600 1.891 -1.195 1.879 -0.48
C 1.296243 -6.188769 1.968283 -2.643 1.601 -2.650 0.02
C 0.333475 -5.485310 1.051468 0.323 0.517 0.379 0.31
C 0.686827 -3.946959 1.070950 0.176 -1.408 -0.004 -0.85
C 2.047795 -3.803091 0.328026 -0.836 -0.188 0.424 -1.26
C 2.293421 -2.457156 -0.379489 0.339 -1.373 -0.914 0.94
F 1.114538 -1.941498 -0.815443 0.191 0.465 0.488 -0.21
F 2.974908 -2.769671 -1.536671 0.137 0.274 0.282 -0.42
C 3.189585 -1.422008 0.349020 0.114 -0.125 0.687 0.37
F 4.184107 -2.114201 0.955949 -0.300 -0.376 0.095 -0.31
F 3.833467 -0.592611 -0.474648 -0.731 0.399 -0.336 -0.30
C 2.500771 -0.628201 1.535454 2.000 -0.611 -0.348 0.71
F 3.550850 -0.034349 2.152648 -0.357 0.314 -0.150 -0.32
F 2.071186 -1.548639 2.408506 -0.950 0.174 -0.220 -0.23
C 1.519531 0.509117 1.107683 0.003 1.534 0.056 0.58
F 2.027921 1.664568 1.555751 0.221 -0.220 0.737 -0.29
F 1.457394 0.710011 -0.201303 0.215 -1.175 -0.438 -0.22
S -0.262265 0.454031 1.743839 -2.684 1.875 0.058 1.22
F -0.833996 0.797487 0.271918 0.314 -0.529 0.592 -0.30
F -0.221962 2.054012 1.998628 -0.043 -0.728 -0.059 -0.38
F 0.187866 0.249831 3.253146 0.408 -0.591 -0.721 -0.36
F -0.439010 -1.096264 1.441192 0.647 0.350 0.344 -0.20
F -1.779729 0.476197 2.258503 0.689 -0.190 -0.149 -0.32
C -1.130818 -5.708497 1.600945 1.085 -0.317 -0.579 0.17
C -2.115868 -5.664294 0.466257 2.055 0.043 2.608 0.19
N -2.823741 -5.572590 -0.409667 -1.447 0.143 -1.725 -0.37
O -1.169507 -6.925433 2.343837 -0.847 1.145 0.744 -0.25
N -1.527339 -8.029283 1.524263 -0.756 -0.714 -0.774 0.17
O -2.447056 -8.575983 1.970716 0.593 -0.125 0.043 -0.29
H 0.426147 -5.859731 0.014136 -0.080 -0.047 0.572 0.50
H 0.790847 -3.703265 2.143934 -0.255 0.374 -0.622 0.39
H -0.167824 -3.446475 0.590640 0.539 0.149 0.170 0.40
H 2.042079 -4.563078 -0.474561 0.110 0.540 0.162 0.57
H 2.841330 -4.115471 1.023887 -0.067 0.485 -0.400 0.46
H -1.341044 -4.899965 2.321942 -0.146 -0.443 -0.282 0.30
C 4.405342 5.540521 -0.560014 -0.089 0.011 0.014 -0.59
C 5.670099 4.978910 -0.877439 0.066 -0.061 -0.017 -0.50
C 5.689998 3.705781 -0.372000 0.037 -0.047 0.033 -0.47
N 4.488215 3.477967 0.242072 -0.006 0.017 -0.070 0.10
C 3.697927 4.589932 0.127315 -0.060 -0.030 0.063 -0.38
H 4.054602 6.528969 -0.808898 0.005 -0.033 0.010 0.40
H 6.473298 5.455161 -1.415944 -0.024 -0.020 0.016 0.39
H 6.452583 2.944978 -0.394805 -0.006 0.043 -0.005 0.38
H 4.226165 2.626330 0.704949 0.028 0.058 -0.012 0.20
H 2.704431 4.608246 0.544693 0.029 0.031 -0.013 0.48
C -3.963387 -0.336853 -3.849224 0.071 -0.049 -0.037 -0.55
C -4.747550 0.677201 -3.238239 -0.015 0.044 0.042 -0.62
C -3.950056 1.311278 -2.321664 -0.054 0.045 0.083 -0.18
N -2.719481 0.719478 -2.351813 0.006 -0.050 -0.064 0.07
C -2.716044 -0.283325 -3.283643 0.039 -0.041 0.056 -0.44
H -4.278051 -1.025331 -4.616750 0.019 0.021 0.020 0.40
H -5.778068 0.914316 -3.448213 0.032 -0.008 0.007 0.40
H -4.148915 2.129802 -1.650724 0.002 -0.007 -0.050 0.26
H -1.938420 0.982068 -1.778182 -0.047 0.047 -0.068 0.25
H -1.829951 -0.870464 -3.462098 -0.042 0.008 -0.035 0.45
C -0.395202 5.914616 4.924291 0.082 -0.016 -0.044 -0.54
C -1.620086 5.760018 5.624990 -0.080 -0.033 0.038 -0.46
C -2.298044 4.724244 5.037989 -0.058 -0.023 -0.032 -0.54
N -1.532352 4.250058 4.007563 0.024 0.003 0.068 0.13
C -0.369010 4.967197 3.935113 0.013 -0.033 -0.076 -0.44
H 0.378704 6.637854 5.124240 -0.021 -0.025 -0.011 0.40
H -1.963949 6.342356 6.464427 0.008 -0.022 -0.026 0.39
H -3.256181 4.285572 5.262505 0.023 0.038 0.006 0.41
H -1.784485 3.492340 3.398541 0.025 0.047 0.033 0.17
H 0.373506 4.742463 3.187213 -0.014 0.038 0.021 0.47
C -1.882430 4.699719 -0.736287 -0.063 -0.078 0.054 0.10
C -1.295922 5.516194 -1.738548 0.038 0.057 -0.082 -0.74
C -2.318162 6.053514 -2.475630 -0.039 -0.008 -0.044 -0.50
N -3.498542 5.590231 -1.960503 0.098 0.018 0.045 0.05
C -3.241928 4.769270 -0.897900 -0.080 -0.067 0.016 -1.13
H -1.365630 4.127518 0.018294 -0.016 0.034 -0.001 0.69
H -0.244094 5.689657 -1.899612 -0.034 0.001 0.002 0.46
H -2.308150 6.722273 -3.320090 0.029 -0.028 0.024 0.39
H -4.412166 5.818438 -2.309180 0.054 -0.013 0.020 0.20
H -4.046278 4.305590 -0.350557 0.037 0.030 0.018 0.49
C -1.321900 -4.971892 -3.856554 0.007 0.082 0.041 -0.69
C -0.613584 -6.126974 -4.281398 0.042 -0.051 0.003 -0.45
C 0.669482 -6.016289 -3.814823 0.065 -0.027 -0.014 -0.61
N 0.766836 -4.834445 -3.129492 -0.076 -0.090 0.140 0.10
C -0.446243 -4.195300 -3.145088 0.004 0.065 0.008 -0.31
H -2.355376 -4.736744 -4.052021 0.024 -0.016 0.044 0.44
H -1.002018 -6.945446 -4.865358 0.011 0.020 0.026 0.42
H 1.520106 -6.670356 -3.914142 -0.036 0.015 -0.027 0.39
H 1.598259 -4.488681 -2.686845 0.046 0.086 -0.141 0.17
H -0.577696 -3.244972 -2.653858 -0.018 -0.013 -0.033 0.55
```
Forces are in eV/Å.

The LUMO energy comes out at -0.032 Eh. Its SMILES is N#C[C@H](CCC(F)(F)C(F)(F)C(F)(F)C(F)(F)S(F)(F)(F)(F)F)[C@@H](C#N)ON=O.c1cc[nH]c1.c1cc[nH]c1.c1cc[nH]c1.c1cc[nH]c1.c1cc[nH]c1. The frontier orbital gap comes out at 7.385 eV.

---

Q: The lowest frontier orbital gap belongs to which entry?
A: C30H30N6O2PSe3TaTe

---

Q: The highest frontier orbital gap belongs to which entry?
A: C30H30N8O5S3Zr

---

Q: Number 2 is which compound?
A: C30H30N8O5S3Zr